Formula: C6H33NO11
Source: OMol25
Level of theory: ωB97M-V with the def2-TZVPD basis set

relative energy (zero: lowest compared OMol25 entry of this formula, charge and spin) = 81.0 kcal per mole
HOMO energy = -9.595 eV
structure (SMILES) = CCCC(=O)N(C)C.O.O.O.O.O.O.O.O.O.O

ORCA input file:
```
! RIJCOSX wB97M-V def2-TZVPD def2/J DEFGRID3
* xyz 0 1
C 1.74 1.32 2.65
C 2.40 1.42 1.23
C 1.41 0.90 0.13
C 0.34 1.95 -0.34
O -0.81 1.79 0.02
N 0.73 2.89 -1.24
C 1.87 2.97 -1.98
C -0.32 3.84 -1.54
H 2.12 0.41 2.98
H 1.97 2.16 3.27
H 0.66 1.31 2.65
H 3.23 0.73 1.20
H 2.72 2.45 0.99
H 1.86 0.53 -0.84
H 0.90 -0.02 0.49
H 2.65 3.77 -1.62
H 2.53 2.07 -1.80
H 1.70 2.89 -3.07
H -0.44 4.11 -2.60
H -1.31 3.64 -1.13
H -0.21 4.77 -0.98
O -3.76 1.10 -0.20
H -2.83 0.99 -0.52
H -4.14 1.10 -1.11
O -2.31 1.67 -3.26
H -2.18 0.83 -2.80
H -2.06 1.67 -4.17
O -3.46 -1.30 1.50
H -4.32 -1.06 1.16
H -2.83 -0.58 1.31
O 0.34 0.00 -4.02
H -0.36 -0.10 -3.35
H 0.03 0.81 -4.43
O -0.82 -2.97 -0.84
H 0.01 -3.16 -0.41
H -1.50 -3.59 -0.54
O 0.89 -4.17 3.19
H 0.08 -3.61 3.33
H 1.47 -3.39 3.01
O -0.83 -1.86 3.11
H -1.60 -2.37 2.86
H -1.27 -1.29 3.73
O 2.64 -2.46 2.00
H 3.33 -3.08 1.77
H 2.65 -1.63 1.49
O -1.49 -0.39 -1.71
H -1.39 -0.05 -0.78
H -1.49 -1.36 -1.58
O 0.09 -5.26 0.92
H 0.71 -5.03 1.68
H 0.66 -5.34 0.16
*
```

***

Formula: C6H34N2O10
Source: OMol25
Level of theory: ωB97M-V with the def2-TZVPD basis set

relative energy (zero: lowest compared OMol25 entry of this formula, charge and spin) = 37.1 kcal per mole
HOMO energy = -7.732 eV
structure (SMILES) = CN/C=C/C[C@H](C)N.O.O.O.O.O.O.O.O.O.O

ORCA input file:
```
! RIJCOSX wB97M-V def2-TZVPD def2/J DEFGRID3
* xyz 0 1
C 0.70 -2.92 2.82
N 0.63 -1.61 2.15
C -0.53 -0.93 2.08
C -0.57 0.15 1.25
C -1.68 1.14 1.22
C -2.27 1.19 -0.18
C -3.16 2.51 -0.39
N -3.09 0.03 -0.48
H 1.35 -3.57 2.23
H -0.32 -3.37 2.63
H 1.10 -2.84 3.82
H 1.41 -1.30 1.54
H -1.23 -1.01 2.91
H 0.32 0.41 0.63
H -2.46 1.02 1.97
H -1.36 2.16 1.43
H -1.49 1.11 -1.00
H -2.89 3.34 0.23
H -4.24 2.32 -0.25
H -2.98 2.79 -1.44
H -3.58 0.15 -1.37
H -3.66 -0.38 0.21
O -1.29 -1.92 -1.04
H -2.25 -1.77 -0.88
H -0.85 -1.51 -0.29
O 1.72 3.76 0.85
H 2.68 3.77 0.88
H 1.58 2.80 0.71
O -3.37 -1.99 2.57
H -3.69 -1.12 2.87
H -3.34 -1.82 1.62
O 1.43 -0.94 -3.04
H 1.07 -1.03 -3.94
H 0.61 -1.26 -2.66
O 3.51 2.03 -0.05
H 4.04 2.81 -0.29
H 2.86 1.94 -0.78
O 2.68 -3.30 -0.26
H 2.96 -3.75 0.55
H 3.44 -2.70 -0.46
O 0.52 4.43 -1.82
H 0.95 4.14 -1.00
H -0.40 4.41 -1.55
O 0.50 -3.42 -2.25
H -0.28 -2.88 -2.00
H 0.93 -3.69 -1.44
O 1.62 1.58 -1.86
H 0.71 1.90 -1.90
H 1.75 0.67 -2.15
O 3.37 -0.75 -0.60
H 2.85 -0.94 -1.40
H 3.72 0.13 -0.38
*
```

***

Formula: C6H34N2O10
Source: OMol25
Level of theory: ωB97M-V with the def2-TZVPD basis set

relative energy (zero: lowest compared OMol25 entry of this formula, charge and spin) = 0.0 kcal per mole
HOMO energy (spin up / spin down) = -13.357 / -13.349 eV

ORCA input file:
```
! RIJCOSX wB97M-V def2-TZVPD def2/J DEFGRID3
* xyz 1 2
C 0.10 -2.36 -1.12
C -1.01 -1.36 -0.77
C -0.42 0.01 -0.33
C -1.10 1.17 -1.01
C -0.59 1.70 -2.17
C -2.66 1.47 0.86
N -2.27 1.65 -0.52
N -1.88 -1.87 0.31
H 0.70 -2.70 -0.28
H -0.32 -3.26 -1.57
H 0.82 -1.95 -1.84
H -1.64 -1.25 -1.66
H -0.42 0.14 0.76
H 0.64 0.07 -0.64
H -1.04 2.54 -2.67
H 0.27 1.30 -2.69
H -2.72 0.42 1.12
H -3.63 1.94 1.04
H -1.97 1.95 1.58
H -2.55 2.53 -0.96
H -2.09 -2.85 0.19
H -1.41 -1.80 1.22
H 2.41 -3.71 2.19
H 1.21 -2.70 2.00
O 2.14 -2.85 1.86
H 2.80 -0.99 2.57
H 2.88 0.41 1.90
O 2.60 -0.05 2.72
H 3.46 -0.42 -2.02
H 2.62 0.55 -2.90
O 3.41 0.49 -2.36
H -0.48 -0.60 3.40
H 0.99 -0.73 3.17
O 0.18 -1.30 3.25
H 1.14 4.06 0.31
H 0.37 2.93 -0.41
O 0.99 3.10 0.30
H 3.32 1.18 -0.65
H 2.35 1.90 0.31
O 3.09 1.25 0.32
H 3.09 -0.56 0.08
H 2.73 -2.12 0.27
O 3.04 -1.43 -0.35
H -3.85 -0.79 -2.81
H -2.94 0.33 -3.39
O -3.35 -0.52 -3.61
H 0.41 2.39 1.79
H 0.93 1.55 2.95
O 0.10 1.92 2.58
H -4.22 0.09 -0.88
H -3.72 -1.31 -0.64
O -4.40 -0.82 -1.14
*
```

***

- The lowest relative energy (zero: lowest compared OMol25 entry of this formula, charge and spin) belongs to which entry?
  number 3